15
Properties=species:S:1:pos:R:3:forces:R:3 method="wB97M-V/def2-TZVPD" homo_energy_ev=-7.757 total_charge=0 orbital_gap_ha=0.31704 de_lowest_kcal_mol=99.1 e_tot_ha=-304.6775 e_lumo_ev=0.8704
N -1.54178 0.08011 0.26787 0.1 0.3 0.5
N -1.30462 0.67760 1.29512 -0.2 -0.3 -0.5
C -2.89389 -0.42916 -0.09217 -0.2 0.0 0.0
C -0.52385 -0.22417 -0.77540 0.3 0.1 0.0
C 1.83529 0.74973 -0.28053 -0.2 -0.1 -0.1
C 0.68673 0.23229 -0.61564 0.1 0.1 0.1
C 2.85915 0.04325 0.56468 0.0 -0.1 0.0
H 2.92936 0.53280 1.54254 0.0 0.0 -0.1
H -3.56214 -0.07733 0.69199 0.1 -0.1 -0.1
H 2.05352 1.76896 -0.59937 0.0 -0.1 0.0
H -0.86391 -0.81383 -1.62248 0.1 0.1 0.2
H 3.84895 0.08272 0.09864 -0.1 0.0 0.1
H 2.58330 -1.00190 0.72422 0.0 0.2 0.0
H -3.19351 -0.03634 -1.06858 0.1 -0.1 0.1
H -2.87807 -1.52298 -0.12725 0.0 0.2 0.0